Entry 1:
2 unconnected molecules or ions with the total composition C5H11NO2 at a distorted geometry, computed with ωB97M-V/def2-TZVPD.

```
19
C5H11NO2 ωB97M-V/def2-TZVPD
C 0.61917 -0.62916 1.06103
C -0.49944 0.45702 0.93558
C -0.00777 1.64292 0.12785
C 0.45706 1.27150 -1.30036
N -0.87827 0.87319 2.14248
C -0.27626 -2.26424 -1.34364
O 0.93767 -2.36043 -1.17260
O -1.01852 -1.25534 -1.19593
H 1.47182 -0.27411 1.64348
H 0.86757 -1.02623 0.05798
H 0.23932 -1.46129 1.67088
H -1.33610 -0.04497 0.39332
H 0.86208 2.11089 0.60547
H -0.72786 2.45654 0.04769
H -0.20875 0.50412 -1.70065
H 1.38303 0.71405 -1.10422
H 0.64946 2.18332 -1.86320
H -1.64311 0.28193 2.50737
H -0.89110 -3.17970 -1.51252
```

Output
molecular weight = 117.1 g/mol
energy above the lowest of the compared OMol25 structures with the same formula, charge and spin = 149.9 kcal per mole
total energy = -10942.768 eV
Kohn-Sham gap = 4.73 eV
strongest force on any atom = 0.0598 hartree/bohr

***

Entry 2:
C5H11NO2 in the gas phase at a distorted geometry, computed with ωB97M-V/def2-TZVPD.

```
19
C5H11NO2 ωB97M-V/def2-TZVPD
C 1.80634 -0.14352 1.51674
C 0.46178 0.29704 1.96142
O 0.18220 0.95652 2.94123
N -0.71908 -0.13707 1.24877
C -0.55582 -0.97437 0.03767
C -0.22964 -0.09070 -1.17442
C -1.27467 1.00749 -1.46274
O -0.04026 -0.97435 -2.29217
H 2.43715 0.57445 1.00127
H 1.84940 -0.98692 0.84058
H 2.19080 -0.50886 2.49638
H -1.48255 0.51583 1.19828
H 0.17837 -1.76550 0.17116
H -1.52866 -1.48141 -0.11965
H 0.74646 0.36525 -0.94385
H -1.36517 1.08864 -2.51644
H -2.17738 0.77317 -0.90042
H -0.90741 1.94817 -1.04863
H 0.42816 -0.46384 -2.95518
```

Output
molecular weight = 117.1 g/mol
energy above the lowest of the compared OMol25 structures with the same formula, charge and spin = 28.7 kcal per mole
structure (SMILES) = CC(=O)NC[C@H](C)O
total energy = -10948.023 eV
Kohn-Sham gap = 10.17 eV
strongest force on any atom = 0.0877 hartree/bohr

***

Entry 3:
C5H11NO2 in the gas phase at a distorted geometry, computed with ωB97M-V/def2-TZVPD.

```
19
C5H11NO2 ωB97M-V/def2-TZVPD
C 1.05601 -1.64036 -0.69003
N 0.37997 -0.37438 -0.56844
C 1.10883 0.81654 -0.31319
O 2.36952 0.80515 0.28350
C 0.01100 1.38685 0.72764
C -0.83885 0.18535 0.48114
C -2.14269 0.35837 -0.26370
O -0.91104 -0.64023 1.57748
H 0.31197 -2.42620 -0.82684
H 1.68211 -1.89048 0.17854
H 1.68296 -1.62571 -1.58821
H 1.14013 1.48528 -1.19096
H 2.88960 0.02362 0.06820
H 0.41509 1.42872 1.73316
H -0.38560 2.34054 0.40005
H -2.86798 0.87935 0.36148
H -2.55060 -0.61130 -0.54805
H -1.97159 0.94937 -1.16047
H -1.37884 -1.45047 1.33871
```

Output
molecular weight = 117.1 g/mol
energy above the lowest of the compared OMol25 structures with the same formula, charge and spin = 59.2 kcal per mole
structure (SMILES) = CN1[C@H](O)C[C@]1(C)O
total energy = -10946.699 eV
Kohn-Sham gap = 8.74 eV
strongest force on any atom = 0.0704 hartree/bohr

***

Entry 4:
A molecular structure, C5H11NO2 at a distorted geometry, computed with ωB97M-V/def2-TZVPD.

```
19
C5H11NO2 ωB97M-V/def2-TZVPD
C -0.97640 -0.90311 -1.45407
C 0.19391 0.08471 -1.31393
C 0.10923 0.13796 0.66153
C 1.21288 -0.81705 1.10175
C 0.28920 1.61739 1.02743
N -1.25826 -0.44178 0.84450
O -1.43137 -1.42882 -0.20493
O 0.02601 1.35893 -1.89439
H -1.88202 -0.41008 -1.90651
H -0.48910 -1.79920 -1.83290
H 1.15113 -0.25926 -1.56958
H 2.10887 -0.53393 0.66865
H 0.91429 -1.78465 0.73667
H 1.14584 -0.97194 2.18820
H -0.58905 2.11182 1.17563
H 0.71512 1.97412 0.04047
H 0.86571 1.68386 2.01230
H -1.16174 -1.03929 1.57154
H -0.94424 1.42031 -1.85236
```

Output
molecular weight = 117.1 g/mol
energy above the lowest of the compared OMol25 structures with the same formula, charge and spin = 114.9 kcal per mole
total energy = -10944.283 eV
Kohn-Sham gap = 9.74 eV
strongest force on any atom = 0.0874 hartree/bohr

***

Entry 5:
A molecular structure, C5H11NO2 at a distorted geometry, computed with ωB97M-V/def2-TZVPD.

```
19
C5H11NO2 ωB97M-V/def2-TZVPD
C 1.29063 1.07128 -0.52584
C 1.44357 -0.94988 -0.71449
C 2.05741 -1.45132 0.36123
O 1.09266 1.45310 0.65751
H -0.44125 1.11586 1.12426
H 2.30261 1.15243 -0.94434
H 0.50249 1.21387 -1.28737
H 1.77445 -1.25271 -1.70841
H 2.87011 -2.16855 0.30492
H 1.77113 -1.12018 1.35513
N -1.23987 -1.09791 -0.63162
C -2.24424 0.84938 0.08796
C -1.53776 0.78463 1.33228
O -2.10858 0.00126 -0.86022
H 0.17015 -0.81763 -0.63225
H -1.40559 -1.63492 -1.48351
H -2.90943 1.66003 -0.18922
H -1.96626 1.43956 2.08585
H -1.42221 -0.24831 1.66813
```

Output
molecular weight = 117.1 g/mol
energy above the lowest of the compared OMol25 structures with the same formula, charge and spin = 187.1 kcal per mole
total energy = -10941.155 eV
Kohn-Sham gap = 8.19 eV
strongest force on any atom = 0.0201 hartree/bohr

***

Entry 6:
2 unconnected molecules or ions with the total composition C5H11NO2 at a distorted geometry, computed with ωB97M-V/def2-TZVPD.

```
19
C5H11NO2 ωB97M-V/def2-TZVPD
N -2.83622 -0.67922 0.27725
C -1.66002 -0.20364 0.70735
C -0.94768 0.59996 -0.18731
C 0.39175 1.16302 0.03584
C 1.31063 0.95603 -1.18950
C 1.16532 -0.61067 -1.31804
O 2.11757 -1.34664 -1.35086
H -3.39524 -1.14385 1.02591
H -3.32848 -0.53516 -0.58231
H -1.25050 -0.25397 1.67977
H -1.46019 0.95473 -1.10821
H 0.21387 2.29221 0.13598
H 0.96773 0.69440 0.81254
H 1.01596 1.37007 -2.17871
H 2.32642 1.41508 -0.92911
H 0.23064 -1.16041 -1.08253
O 1.88404 -0.85380 1.76865
H 1.91199 -1.44835 1.07891
H 1.34243 -1.20980 2.40435
```

Output
molecular weight = 117.1 g/mol
energy above the lowest of the compared OMol25 structures with the same formula, charge and spin = 77.6 kcal per mole
structure (SMILES) = N/C=C/CCC=O.O
total energy = -10945.902 eV
Kohn-Sham gap = 8.10 eV
strongest force on any atom = 0.1336 hartree/bohr

***

Entry 7:
2 unconnected molecules or ions with the total composition C5H11NO2 at a distorted geometry, computed with ωB97M-V/def2-TZVPD.

```
19
C5H11NO2 ωB97M-V/def2-TZVPD
C 1.49923 1.09990 -0.70279
C 0.67312 0.09316 -0.43672
N 0.90355 -0.94876 0.42837
C -0.81585 0.16512 -0.79911
C -1.52458 -1.14338 -0.84821
C -2.23796 -1.68939 0.39760
O -2.20157 -2.85282 0.72283
H 2.49188 1.04667 -0.35478
H 1.62348 1.77644 -1.50348
H 1.80415 -0.96237 1.03157
H 0.20903 -1.60648 0.79655
H -0.86164 0.90517 -1.73119
H -1.22364 1.01361 -0.06790
H -0.90920 -1.87272 -1.25733
H -2.36812 -0.98639 -1.60372
H -2.66107 -0.96856 1.11608
O 1.87068 2.68271 1.57172
H 1.44346 2.01866 0.86747
H 2.28506 2.22941 2.37303
```

Output
molecular weight = 117.1 g/mol
energy above the lowest of the compared OMol25 structures with the same formula, charge and spin = 75.8 kcal per mole
structure (SMILES) = C=C(N)CCC=O.O
total energy = -10945.980 eV
Kohn-Sham gap = 9.30 eV
strongest force on any atom = 0.0973 hartree/bohr